The following is a DFT calculation (ωB97M-V/def2-TZVPD) of a structure of composition C25H41N2O2PtSi4Te in a non-equilibrium geometry.

Calculated values
HOMO level: -3.6911 eV
Kohn-Sham gap: 6.16 eV
energy above the lowest of the compared OMol25 structures with the same formula, charge and spin: 97.49 kJ/mol
DFT total energy: -75721.0126 eV
lowest unoccupied orbital energy: 0.0906 Eh
M: 836.637 g/mol

Geometry as ORCA input:
```
! wB97M-V def2-TZVPD RIJCOSX def2/J DEFGRID3
* xyz -1 1
Pt -0.33 -0.35 -0.28
O -1.79 -0.12 1.05
C -1.96 0.90 1.83
C -3.28 1.21 2.24
C -3.54 2.20 3.16
C -2.51 2.98 3.71
C -1.23 2.73 3.28
C -0.93 1.72 2.35
C 0.45 1.61 1.91
N 0.88 0.74 1.09
C 2.25 0.80 0.60
C 2.18 0.75 -0.92
N 1.42 -0.45 -1.26
C 1.84 -1.20 -2.23
C 1.43 -2.50 -2.60
C 2.21 -3.14 -3.60
C 2.01 -4.43 -3.98
C 0.96 -5.16 -3.33
C 0.18 -4.59 -2.37
C 0.34 -3.21 -1.95
O -0.41 -2.71 -1.09
H -4.07 0.62 1.79
H -4.57 2.39 3.45
H -2.72 3.75 4.44
H -0.40 3.33 3.66
H 1.14 2.38 2.28
H 2.78 1.71 0.92
H 2.80 -0.07 0.97
H 1.64 1.63 -1.29
H 3.18 0.73 -1.35
H 2.72 -0.82 -2.77
H 3.00 -2.56 -4.07
H 2.62 -4.90 -4.74
H 0.79 -6.19 -3.60
H -0.61 -5.15 -1.88
C -5.04 1.12 -6.44
Si -4.46 1.10 -4.65
C -5.71 0.07 -3.71
C -4.60 2.87 -4.07
Si -2.34 0.24 -4.18
Te -2.21 0.83 -1.78
Si -0.77 1.38 -5.45
C -0.77 3.18 -4.97
C -1.15 1.28 -7.28
C 0.96 0.74 -5.18
Si -2.40 -2.01 -4.79
C -3.64 -2.23 -6.18
C -0.79 -2.59 -5.51
C -2.91 -3.09 -3.37
H -6.03 1.60 -6.47
H -5.12 0.12 -6.87
H -4.37 1.70 -7.09
H -6.71 0.52 -3.78
H -5.43 -0.02 -2.66
H -5.76 -0.94 -4.13
H -5.65 3.19 -4.09
H -4.03 3.54 -4.73
H -4.21 3.00 -3.06
H -1.76 3.63 -5.13
H -0.03 3.74 -5.55
H -0.54 3.29 -3.90
H -2.18 1.60 -7.49
H -1.05 0.25 -7.66
H -0.47 1.92 -7.86
H 1.18 0.73 -4.11
H 1.69 1.39 -5.68
H 1.09 -0.28 -5.56
H -3.54 -1.45 -6.94
H -4.68 -2.19 -5.81
H -3.48 -3.20 -6.67
H -0.54 -2.01 -6.41
H -0.87 -3.64 -5.80
H 0.04 -2.49 -4.81
H -3.87 -2.75 -2.95
H -2.17 -3.04 -2.56
H -3.01 -4.12 -3.70
*
```